4 unconnected molecules or ions with the total composition C31H63N4OP, computed with ωB97M-V/def2-TZVPD.

The geometry in XYZ format:
```
100
Properties=species:S:1:pos:R:3:forces:R:3
P 3.072281 0.516531 0.739215 0.179 0.322 0.236
O 0.557970 1.025640 -1.936718 0.006 0.223 0.046
N 3.877675 1.379246 2.125568 -0.734 -0.026 -0.248
N -5.108723 -3.723235 -2.409913 -0.036 -0.146 0.135
N -8.666326 -0.929289 1.000834 -0.169 0.026 0.026
N 9.701588 4.719652 1.192580 -0.176 -0.019 0.024
C -8.694210 -2.110800 0.155300 0.110 -0.105 -0.228
C 5.288194 -1.060197 0.799383 0.043 -0.370 0.231
C -9.717587 -1.736934 3.193238 -0.119 -0.015 0.009
C -1.170946 -0.917590 -0.210190 0.011 0.269 0.322
C 0.799842 0.356563 -0.958184 0.046 -0.212 -0.048
C 4.556823 3.425972 0.845574 -0.480 -0.194 0.079
C -6.266019 -3.431679 -4.676525 -0.113 -0.018 -0.012
C -2.232280 -0.530709 1.905406 -0.288 0.111 0.470
C -4.963554 -5.154471 -2.207769 0.078 -0.131 0.111
C 3.809155 2.841770 2.039434 0.774 0.004 0.310
C -6.286233 -3.300863 -3.148194 -0.144 0.224 -0.064
C 10.436750 5.239695 -1.205734 -0.061 0.069 -0.065
C -9.741411 -0.812128 1.969982 -0.097 0.117 0.106
C -3.868948 -3.061602 -2.772907 0.014 0.144 -0.070
C 10.962541 4.152191 1.629939 0.149 0.031 -0.006
C -0.271849 0.093883 0.086296 0.540 0.099 -0.686
C -4.567416 -6.019484 -3.410292 -0.064 -0.094 0.030
C -3.961869 -1.547200 -2.678948 0.053 0.047 -0.025
C -6.309669 -0.413349 0.453567 0.126 -0.061 -0.008
C 4.739495 0.041699 0.057544 -0.136 0.457 -0.251
C 8.777604 2.623960 0.044456 -0.150 -0.001 -0.036
C -0.354973 0.794909 1.274679 -0.010 0.049 0.163
C 9.788320 5.685678 0.111618 0.125 0.220 -0.079
C 8.634236 3.741023 1.086307 -0.119 -0.150 0.095
C -7.365360 -0.576266 1.534830 0.139 -0.022 -0.038
C 2.111014 -0.328669 -0.735289 -0.569 0.069 0.500
C -2.151576 -1.215848 0.712933 -0.223 -0.584 -0.376
C -8.190866 -3.434859 0.744794 -0.077 -0.067 -0.052
C 11.983177 5.204192 2.037888 0.044 -0.003 -0.019
C 5.783990 -1.963630 1.407060 0.371 0.077 -0.247
C -1.344913 0.486814 2.194118 0.185 -0.041 -0.185
H -4.212079 -5.297712 -1.424269 0.040 0.082 -0.026
H -6.480511 -2.253186 -2.901219 0.076 0.003 0.006
H 11.568938 5.877115 2.789631 -0.038 0.014 -0.028
H -5.895681 -5.539554 -1.784805 -0.057 0.071 -0.046
H 2.486305 -0.379984 1.649225 0.095 -0.041 -0.018
H 1.849589 -1.329256 -0.391661 0.349 -0.306 -0.100
H 8.782885 6.061617 -0.093212 -0.059 -0.114 0.044
H -7.002046 -1.305790 2.276692 0.036 0.022 0.017
H 10.337738 6.555569 0.480994 0.038 -0.055 0.042
H -4.311477 -1.244984 -1.690620 -0.036 0.020 -0.021
H -1.404413 1.025974 3.125419 -0.051 0.080 0.124
H -10.445691 -1.387755 3.928590 0.007 0.015 -0.008
H 3.332930 1.123407 2.944860 0.246 -0.135 0.125
H -5.392732 -6.150104 -4.108704 0.020 0.055 -0.048
H -6.414294 -4.459308 -5.004263 0.090 -0.016 -0.015
H 5.403930 0.883200 0.215377 -0.023 0.279 0.048
H -3.094437 -3.399593 -2.077322 -0.047 -0.122 0.006
H 12.861722 4.718540 2.464467 0.000 -0.009 -0.008
H -7.150309 -3.841811 -2.753141 0.076 -0.106 0.042
H -6.631882 0.299324 -0.307046 -0.049 -0.025 -0.008
H 11.367928 4.695375 -1.043117 -0.004 -0.008 0.029
H 2.692723 -0.347691 -1.648624 0.001 0.031 -0.190
H 11.414975 3.494978 0.870399 0.035 -0.016 0.026
H -5.381193 -0.042165 0.891828 -0.001 -0.003 0.005
H 2.784046 3.233670 2.046354 -0.188 -0.057 -0.182
H -6.080759 -1.362566 -0.035391 0.007 0.018 -0.020
H -7.464373 0.375908 2.063199 -0.124 -0.027 0.035
H 2.358901 1.716243 0.460985 0.159 0.045 -0.247
H -10.693153 -0.939686 1.447049 0.042 -0.063 -0.069
H -3.715983 -5.606808 -3.951930 -0.003 0.030 0.000
H -5.335081 -3.062981 -5.109127 0.019 0.001 0.026
H 4.660486 4.495389 1.000688 0.052 0.161 -0.176
H -2.844089 -2.015347 0.488774 -0.157 -0.022 0.072
H 4.279296 3.239510 2.938276 -0.035 0.015 0.181
H -4.282301 -7.015408 -3.064640 0.006 0.012 0.014
H -9.990552 -2.759697 2.937088 0.072 -0.028 -0.008
H 9.754322 2.142036 0.088075 0.015 0.012 0.007
H 0.344728 1.582615 1.495570 0.136 0.204 0.000
H -2.993768 -0.782896 2.626984 -0.140 -0.084 0.040
H -4.633913 -1.129404 -3.429473 -0.009 0.007 0.020
H 5.541302 2.990259 0.704930 0.168 -0.039 0.175
H 7.693944 4.270500 0.909406 0.058 0.095 -0.046
H 4.740509 -0.181275 -1.004374 -0.251 -0.084 -0.110
H -1.093723 -1.443905 -1.147779 -0.042 -0.131 -0.122
H 3.978993 3.256259 -0.059984 0.084 0.125 -0.277
H -8.915591 -3.887908 1.419731 0.040 0.029 0.077
H -9.715077 -2.245728 -0.210894 -0.055 0.062 0.112
H -8.742629 -1.749424 3.681085 0.020 0.001 -0.022
H 9.773042 4.615099 -1.801332 0.040 -0.080 0.024
H 8.518734 3.272776 2.069270 0.095 0.025 0.019
H -7.077973 -2.839421 -5.103570 0.001 0.005 0.016
H -2.979901 -1.100639 -2.841474 -0.004 0.001 -0.012
H 10.676482 6.117524 -1.809427 -0.004 0.005 0.014
H -3.519206 -3.336124 -3.780521 0.029 0.004 0.003
H -8.105285 -1.897182 -0.741056 0.039 0.037 0.054
H -7.248146 -3.315372 1.280291 0.007 0.026 -0.007
H 6.435861 -2.688467 1.816376 -0.134 -0.313 0.314
H -9.746283 0.222903 2.326815 0.095 0.004 -0.018
H -8.014377 -4.149098 -0.062724 0.012 0.018 -0.011
H 8.026202 1.852202 0.231162 0.018 -0.004 0.030
H 8.614122 2.987376 -0.969317 0.076 0.010 -0.020
H 10.760532 3.522642 2.500567 -0.109 -0.042 -0.048
H 12.321775 5.799570 1.189006 -0.004 0.009 0.010
```
Positions in Å, forces in eV/Å.

Output
SMILES string: C#CC[PH2](CC(=O)c1ccccc1)NCC.CCN(CC)CC.CCN(CC)CC.CCN(CC)CC
Net charge: 0
HOMO-LUMO gap, eV: 8.78
E_LUMO, eV: 0.7141
HOMO, Eh: -0.2963

Atom charges from the Löwdin analysis, given in e for atoms 1 to 99: atom 1 (P): 0.863, atom 2 (O): 0.096, atom 3 (N): -0.253, atom 4 (N): -0.196, atom 5 (N): -0.199, atom 6 (N): -0.200, atom 7 (C): -0.243, atom 8 (C): -0.215, atom 9 (C): -0.087, atom 10 (C): -0.029, atom 11 (C): -0.464, atom 12 (C): -0.112, atom 13 (C): -0.078, atom 14 (C): -0.093, atom 15 (C): -0.252, atom 16 (C): -0.368, atom 17 (C): -0.255, atom 18 (C): -0.082, atom 19 (C): -0.252, atom 20 (C): -0.271, atom 21 (C): -0.277, atom 22 (C): -0.175, atom 23 (C): -0.084, atom 24 (C): -0.082, atom 25 (C): -0.090, atom 26 (C): -0.298, atom 27 (C): -0.081, atom 28 (C): -0.049, atom 29 (C): -0.248, atom 30 (C): -0.252, atom 31 (C): -0.273, atom 32 (C): -0.238, atom 33 (C): -0.081, atom 34 (C): -0.076, atom 35 (C): -0.092, atom 36 (C): 0.113, atom 37 (C): -0.071, atom 38 (H): 0.108, atom 39 (H): 0.095, atom 40 (H): 0.080, atom 41 (H): 0.107, atom 42 (H): 0.053, atom 43 (H): 0.089, atom 44 (H): 0.114, atom 45 (H): 0.101, atom 46 (H): 0.100, atom 47 (H): 0.058, atom 48 (H): 0.104, atom 49 (H): 0.069, atom 50 (H): 0.052, atom 51 (H): 0.055, atom 52 (H): 0.055, atom 53 (H): 0.062, atom 54 (H): 0.111, atom 55 (H): 0.072, atom 56 (H): 0.109, atom 57 (H): 0.085, atom 58 (H): 0.066, atom 59 (H): 0.077, atom 60 (H): 0.101, atom 61 (H): 0.065, atom 62 (H): 0.092, atom 63 (H): 0.052, atom 64 (H): 0.118, atom 65 (H): 0.038, atom 66 (H): 0.111, atom 67 (H): 0.066, atom 68 (H): 0.068, atom 69 (H): 0.074, atom 70 (H): 0.103, atom 71 (H): 0.102, atom 72 (H): 0.070, atom 73 (H): 0.054, atom 74 (H): 0.067, atom 75 (H): 0.093, atom 76 (H): 0.102, atom 77 (H): 0.070, atom 78 (H): 0.046, atom 79 (H): 0.099, atom 80 (H): 0.087, atom 81 (H): 0.114, atom 82 (H): 0.060, atom 83 (H): 0.054, atom 84 (H): 0.115, atom 85 (H): 0.065, atom 86 (H): 0.054, atom 87 (H): 0.112, atom 88 (H): 0.073, atom 89 (H): 0.070, atom 90 (H): 0.071, atom 91 (H): 0.103, atom 92 (H): 0.090, atom 93 (H): 0.068, atom 94 (H): 0.023, atom 95 (H): 0.109, atom 96 (H): 0.061, atom 97 (H): 0.058, atom 98 (H): 0.057, atom 99 (H): 0.117